1.
{
  "formula": "C3H3Br2NO",
  "method": "ωB97M-V with the def2-TZVPD basis set",
  "e_above_lowest_kj_mol": 355.8,
  "homo_lumo_gap_ev": [6.470, 7.871],
  "energy_ev": -146777.4782,
  "fmax_ev_per_a": 3.812,
  "total_charge": 0,
  "species": ["C", "C", "C", "N", "O", "Br", "Br", "H", "H", "H"],
  "coordinates": [[0.10, 1.03, 0.57], [-0.46, 0.23, -0.72], [-0.71, -0.96, 0.29], [-0.34, -0.05, 1.20], [0.60, 2.07, 0.79], [0.64, -2.40, 0.22], [2.93, 0.61, -0.36], [-1.28, 0.80, -0.75], [0.18, 0.07, -1.52], [-1.67, -1.40, 0.29]]
}

2.
{
  "formula": "C3H3Br3O",
  "method": "ωB97M-V with the def2-TZVPD basis set",
  "e_above_lowest_kj_mol": 0.0,
  "homo_lumo_gap_ev": 10.107,
  "energy_ev": -215333.3855,
  "fmax_ev_per_a": 3.013,
  "total_charge": 0,
  "species": ["C", "C", "C", "O", "Br", "Br", "Br", "H", "H", "H"],
  "coordinates": [[-1.23, -0.82, -0.24], [-0.34, 0.38, -0.51], [0.95, 0.18, 0.51], [-1.27, -1.82, -0.91], [-1.36, 1.98, 0.04], [2.20, 1.57, 0.10], [1.84, -1.46, 0.02], [-1.71, -0.72, 0.80], [0.16, 0.35, -1.45], [0.77, 0.36, 1.62]]
}

3.
{
  "formula": "C3H3Br5",
  "method": "ωB97M-V with the def2-TZVPD basis set",
  "e_above_lowest_kj_mol": 178.8,
  "homo_lumo_gap_ev": [6.341, 8.638],
  "energy_ev": -353368.5391,
  "fmax_ev_per_a": 0.758,
  "total_charge": 0,
  "species": ["C", "C", "C", "Br", "Br", "Br", "Br", "Br", "H", "H", "H"],
  "coordinates": [[-0.02, -0.06, 0.25], [0.29, -0.51, 1.62], [3.00, 1.43, 1.81], [-0.49, 0.34, 3.09], [1.53, -1.85, 1.96], [2.75, 2.30, 3.49], [2.59, 2.51, 0.31], [4.59, 0.40, 1.66], [0.50, -0.67, -0.48], [0.29, 0.99, 0.11], [-1.09, -0.10, 0.06]]
}

4.
{
  "formula": "C3H3Br9",
  "method": "ωB97M-V with the def2-TZVPD basis set",
  "e_above_lowest_kj_mol": 28.4,
  "homo_lumo_gap_ev": 9.724,
  "energy_ev": -633540.7352,
  "fmax_ev_per_a": 1.235,
  "total_charge": 0,
  "species": ["C", "Br", "Br", "Br", "H", "C", "Br", "Br", "Br", "H", "C", "Br", "Br", "Br", "H"],
  "coordinates": [[-0.47, 0.91, 0.35], [-1.00, 2.27, -0.98], [0.36, -0.69, -0.39], [-1.91, 0.47, 1.55], [0.37, 1.26, 0.95], [3.78, 0.32, 1.85], [2.14, -0.20, 2.87], [5.15, -1.04, 1.96], [4.43, 2.01, 2.51], [3.46, 0.45, 0.82], [-3.11, -1.15, -2.24], [-3.14, -2.66, -3.44], [-4.59, -1.32, -0.92], [-3.26, 0.52, -3.25], [-2.21, -1.16, -1.65]]
}

5.
{
  "formula": "C3H3BrCl2",
  "method": "ωB97M-V with the def2-TZVPD basis set",
  "e_above_lowest_kj_mol": 309.4,
  "homo_lumo_gap_ev": 8.204,
  "energy_ev": -98242.7393,
  "fmax_ev_per_a": 4.305,
  "total_charge": 0,
  "species": ["C", "C", "C", "Cl", "Cl", "Br", "H", "H", "H"],
  "coordinates": [[0.14, 1.40, 2.15], [3.12, 0.26, 0.83], [-0.50, 1.27, 0.98], [3.03, 1.81, 0.41], [-0.01, 2.16, -0.39], [4.11, -0.81, -0.38], [0.95, 2.19, 2.28], [-0.07, 0.73, 2.85], [-1.39, 0.63, 0.76]]
}

6.
{
  "formula": "C3H3BrCl2",
  "method": "ωB97M-V with the def2-TZVPD basis set",
  "e_above_lowest_kj_mol": 175.7,
  "homo_lumo_gap_ev": 10.155,
  "energy_ev": -98244.1252,
  "fmax_ev_per_a": 4.725,
  "total_charge": 0,
  "species": ["C", "C", "C", "Cl", "Cl", "Br", "H", "H", "H"],
  "coordinates": [[-0.77, 1.05, 0.49], [-0.28, -0.13, 0.90], [-0.86, -1.79, -0.21], [0.51, -0.56, 2.30], [0.40, -2.13, -1.46], [-2.61, -1.40, -0.94], [-0.45, 1.96, 1.12], [-1.19, 1.10, -0.49], [-0.98, -2.61, 0.41]]
}

7.
{
  "formula": "C3H3BrClF",
  "method": "ωB97M-V with the def2-TZVPD basis set",
  "smiles": "F[C@H]1C[C@]1(Cl)Br",
  "e_above_lowest_kj_mol": 40.9,
  "homo_lumo_gap_ev": 9.635,
  "energy_ev": -88439.7783,
  "fmax_ev_per_a": 5.887,
  "total_charge": 0,
  "species": ["C", "C", "C", "F", "Cl", "Br", "H", "H", "H"],
  "coordinates": [[-0.21, -0.27, -0.54], [-0.18, -0.49, 0.93], [-1.59, -0.57, -0.17], [0.34, -1.63, 1.42], [-2.05, -2.22, -0.51], [-2.83, 0.73, 0.22], [0.13, 0.71, -0.89], [0.25, -0.97, -1.23], [-0.16, 0.26, 1.60]]
}

8.
{
  "formula": "C3H3BrClF3O",
  "method": "ωB97M-V with the def2-TZVPD basis set",
  "homo_lumo_gap_ev": [6.412, 8.715],
  "energy_ev": -95919.6822,
  "fmax_ev_per_a": 4.567,
  "total_charge": 0,
  "spin_multiplicity": 3,
  "species": ["C", "C", "C", "O", "F", "F", "F", "Cl", "Br", "H", "H", "H"],
  "coordinates": [[-0.20, 0.13, 0.33], [-0.18, -2.15, 0.62], [1.19, -2.68, 0.31], [-1.11, 0.29, -0.61], [2.07, -2.35, 1.26], [1.26, -4.01, 0.15], [1.65, -2.14, -0.84], [-0.70, -2.56, 2.23], [-1.42, -2.62, -0.77], [-0.54, 0.38, 1.32], [0.85, 0.22, 0.09], [-0.78, 0.13, -1.50]]
}

9.
{
  "formula": "C3H3BrF2",
  "method": "ωB97M-V with the def2-TZVPD basis set",
  "e_above_lowest_kj_mol": 436.9,
  "homo_lumo_gap_ev": [8.964, 8.700],
  "energy_ev": -78631.8240,
  "fmax_ev_per_a": 5.939,
  "total_charge": 0,
  "species": ["C", "C", "C", "F", "F", "Br", "H", "H", "H"],
  "coordinates": [[-0.50, 1.62, 0.06], [-0.65, 0.53, -0.59], [0.61, -1.59, 0.10], [-1.62, 0.12, -1.45], [1.64, -1.60, -0.71], [1.23, -0.87, 1.81], [-1.08, 2.62, -0.21], [0.28, 1.64, 0.82], [0.09, -2.46, 0.17]]
}

10.
{
  "formula": "C3H3BrN2S",
  "method": "ωB97M-V with the def2-TZVPD basis set",
  "e_above_lowest_kj_mol": 238.7,
  "homo_lumo_gap_ev": [7.419, 5.533],
  "energy_ev": -87014.0630,
  "fmax_ev_per_a": 3.662,
  "total_charge": 0,
  "species": ["C", "C", "C", "N", "N", "S", "Br", "H", "H", "H"],
  "coordinates": [[-0.32, -0.12, -0.06], [-0.80, 0.75, -1.05], [0.69, 0.52, 0.48], [-0.14, 1.94, -1.09], [0.85, 1.71, -0.09], [2.08, 2.83, 0.18], [4.17, -0.77, -0.01], [-0.57, -1.14, 0.08], [-1.59, 0.47, -1.72], [1.32, 0.30, 1.32]]
}

11.
{
  "formula": "C3H3BrO2",
  "method": "ωB97M-V with the def2-TZVPD basis set",
  "smiles": "O=CC(=O)CBr",
  "e_above_lowest_kj_mol": 54.1,
  "homo_lumo_gap_ev": 10.121,
  "energy_ev": -77295.7036,
  "fmax_ev_per_a": 1.674,
  "total_charge": 0,
  "species": ["C", "C", "C", "O", "O", "Br", "H", "H", "H"],
  "coordinates": [[-0.95, -0.13, 0.29], [-1.34, -1.65, 0.29], [0.37, 0.59, -0.19], [-1.81, 0.57, 0.75], [-1.83, -2.25, -0.61], [1.99, -0.43, -0.25], [-1.10, -2.10, 1.28], [0.49, 1.42, 0.51], [0.15, 0.99, -1.18]]
}

12.
{
  "formula": "C3H3BrO2",
  "method": "ωB97M-V with the def2-TZVPD basis set",
  "e_above_lowest_kj_mol": 333.1,
  "homo_lumo_gap_ev": [8.140, 7.362],
  "energy_ev": -77292.8121,
  "fmax_ev_per_a": 3.331,
  "total_charge": 0,
  "species": ["C", "C", "C", "O", "O", "Br", "H", "H", "H"],
  "coordinates": [[-0.63, -0.29, -1.20], [0.02, -0.13, 1.66], [0.27, 0.62, -0.63], [-1.80, -0.04, -1.35], [-0.71, -0.49, 2.51], [2.06, 0.35, -0.76], [-0.30, -1.30, -1.14], [0.98, -0.42, 1.37], [0.11, 1.70, -0.45]]
}